# C4H8N2O

A cluster of 2 separate species, C4H8N2O in total (wB97M-V/def2-TZVPD, the Open Molecules 2025 dataset).

Properties
Multiplicity: 1
LUMO energy (eV): 0.71
E_tot (hartree): -341.90364

Element x y z (Å)
H1 -2.2659 -0.7631 0.0163
N1 1.8711 -0.1250 -1.2979
N2 0.7438 -0.4996 0.6407
H2 -0.9743 2.1349 3.0733
H3 2.7744 0.5274 0.4556
H4 -1.4299 -2.4831 -0.0880
C1 -1.4281 -1.5065 -0.5300
O1 -1.5479 3.0061 3.3972
H5 2.6718 0.0956 -1.9321
C2 0.6639 -0.5773 -1.7195
C3 -0.0817 -0.8457 -0.5017
C4 1.8786 -0.1792 0.1327
H6 -1.4548 3.6298 2.6196
H7 -1.6896 -1.6502 -1.6249
H8 0.2685 -0.7640 -2.6415

Force components x, y, z for each atom (eV/Å):
2.05 -2.24 -1.49
0.77 -0.36 0.05
-1.80 -1.13 -1.72
-2.28 3.49 1.22
-2.04 -2.15 0.48
-0.09 -0.37 0.54
-1.78 2.71 0.14
2.41 -2.40 -2.53
-1.13 -0.28 1.24
-1.47 -0.51 6.07
2.77 0.71 -1.59
2.92 3.51 -2.57
-0.12 -1.13 1.29
0.01 0.34 1.35
-0.24 -0.19 -2.49

***

# C14H18N2O2

The molecule C14H18N2O2 (wB97M-V/def2-TZVPD, the Open Molecules 2025 dataset).

Properties
Multiplicity: 1
LUMO energy (eV): 0.66
E_tot (hartree): -804.32769

Element x y z (Å)
H1 -2.9913 -1.5856 -1.5608
H2 0.4408 0.0078 1.5729
H3 4.9949 1.7210 1.8421
C1 -2.7022 -0.2598 0.1394
H4 -1.1681 1.2330 0.1431
O1 -3.4993 1.9025 -0.5822
C2 -3.7503 0.7503 -0.3172
C3 -2.1853 -1.0198 -1.0902
H5 2.2811 2.4931 -1.8822
C4 2.9318 -0.8511 1.1324
H6 -1.8022 -0.3012 -1.8170
H7 -1.8757 0.9462 1.7315
C5 3.9265 -0.1320 1.7707
C6 1.2056 -1.1133 -0.6478
H8 1.6942 0.8820 -2.3273
H9 0.7696 1.8807 -1.2084
N1 -4.9981 0.2379 -0.4318
H10 -0.6326 -2.4612 -1.5594
C7 3.5266 1.7096 0.2883
H11 3.7655 2.7106 -0.0415
H12 -1.4408 -2.7309 0.0086
H13 -5.2081 -0.7238 -0.2362
H14 -5.7354 0.8312 -0.7751
C8 2.5291 1.0005 -0.3677
H15 -3.1582 -0.9691 0.8390
C9 -1.5349 0.4581 0.8174
C10 2.2287 -0.2891 0.0744
H16 -0.7687 -1.2549 1.8858
O2 1.4569 -1.6646 -1.7045
N2 0.0046 -1.2371 -0.0352
C11 -0.4107 -0.5245 1.1480
H17 4.4706 -0.5741 2.5920
C12 1.7783 1.6017 -1.5156
H18 2.6973 -1.8575 1.4492
C13 4.2201 1.1530 1.3485
C14 -1.0599 -1.9698 -0.6832

Force components x, y, z for each atom (eV/Å):
0.00 0.00 -0.05
-0.14 -0.11 0.02
0.06 0.04 0.04
0.20 0.43 -0.23
0.00 0.03 0.03
0.18 0.40 -0.11
0.07 -0.50 0.30
0.04 -0.23 0.24
-0.01 0.06 -0.04
-0.08 0.03 -0.09
-0.01 0.02 -0.06
0.02 0.06 0.01
0.04 -0.03 0.07
0.07 -0.08 0.14
-0.03 0.02 -0.09
-0.08 0.05 -0.05
-0.52 -0.07 -0.08
-0.10 -0.01 0.17
-0.02 -0.03 0.01
0.01 0.09 -0.05
0.02 0.01 -0.03
0.06 0.03 0.02
0.06 -0.01 -0.01
-0.04 -0.12 0.05
-0.01 -0.02 -0.01
-0.06 -0.23 0.09
0.37 0.07 -0.04
0.08 0.04 0.02
0.17 0.02 -0.26
-0.20 -0.13 0.07
-0.11 0.40 0.26
0.05 -0.04 0.06
-0.02 -0.01 -0.06
-0.02 -0.10 0.04
0.05 0.02 0.06
-0.08 -0.12 -0.47

***

Short version: relative energy (zero: lowest compared OMol25 entry of this formula, charge and spin) = 262.6; 0.0 kJ/mol, in the order given.